(1)
# H3NOP

A gas-phase ion, H3NOP (charge -1) at a distorted geometry (ωB97M-V with the def2-TZVPD basis set, the OMol25 dataset).

```
6
Properties=species:S:1:pos:R:3:lowdin_charge:R:1
P -1.17 0.02 -0.12 0.646
O 0.14 0.45 0.80 -0.838
N 0.56 0.16 2.12 -0.252
H 1.12 -0.60 1.95 -0.183
H -0.41 -0.10 -1.15 -0.207
H -1.56 1.31 -0.41 -0.165
```

Computed properties:
**Energy above the lowest of the compared OMol25 structures with the same formula, charge and spin**: 4.780 eV
**Total charge**: -1

(2)
# C28H60NO5Si

6 unconnected molecules or ions with the total composition C28H60NO5Si at a distorted geometry (ωB97M-V with the def2-TZVPD basis set, the OMol25 dataset).

```
95
Properties=species:S:1:pos:R:3:lowdin_charge:R:1
Si 6.04 1.56 -0.30 0.556
O 4.69 -1.49 -3.72 -0.183
O -3.47 -2.13 -1.38 -0.163
O -4.46 -4.34 1.13 -0.156
O -1.84 1.18 2.51 -0.132
O -4.79 4.91 2.82 -0.149
N 2.74 0.89 -1.25 0.056
C 3.46 2.50 0.57 -0.168
C -3.05 1.26 1.74 -0.177
C -3.63 -3.46 -1.89 -0.202
C 2.68 2.29 -0.73 -0.100
C -1.39 0.28 0.39 -0.172
C 5.54 -1.99 -4.77 -0.183
C -3.14 -3.99 1.58 -0.212
C -3.24 -3.79 3.08 -0.167
C -3.46 5.16 3.27 -0.211
C 7.36 0.39 0.36 -0.149
C -5.28 -4.64 2.26 -0.194
C -3.53 5.25 4.79 -0.168
C -4.35 -4.77 3.45 -0.166
C 3.37 -1.32 -4.23 -0.217
C -4.69 -1.40 -1.60 -0.213
C 6.61 3.35 -0.34 -0.164
C -5.63 4.57 3.93 -0.203
C 4.52 1.42 0.83 -0.342
C 3.45 -1.45 -5.74 -0.159
C 4.61 -2.42 -5.90 -0.158
C -5.53 -2.23 -2.55 -0.160
C 5.60 1.01 -2.05 -0.161
C 2.78 -0.17 -0.21 -0.098
C -2.63 1.16 0.28 -0.147
C -4.69 4.30 5.10 -0.169
C -0.77 0.76 1.69 -0.228
C -5.11 -3.65 -2.18 -0.159
C 3.89 0.01 0.82 -0.157
H -5.26 -2.01 -3.59 0.114
H -3.40 0.74 -0.35 0.091
H 1.81 -0.29 0.26 0.122
H -6.60 -2.04 -2.44 0.115
H -3.79 6.26 5.10 0.115
H -2.60 4.97 5.28 0.111
H -2.30 -3.98 3.60 0.112
H 5.19 0.00 -2.04 0.024
H 5.09 -2.38 -6.87 0.119
H -2.82 -3.09 1.05 0.098
H 6.14 -2.80 -4.38 0.122
H -5.62 -3.97 -1.27 0.107
H 6.21 -1.18 -5.09 0.121
H 2.52 -1.79 -6.19 0.118
H 2.98 -0.34 -3.91 0.098
H -0.72 0.36 -0.47 0.095
H 7.99 0.03 -0.45 0.037
H 5.91 3.94 -0.93 0.030
H 6.86 -0.49 0.78 0.024
H 4.65 -0.75 0.69 0.099
H 2.73 -2.10 -3.80 0.121
H -6.29 5.41 4.13 0.118
H -3.69 0.42 2.03 0.121
H -4.44 -0.41 -1.99 0.106
H 7.97 0.85 1.14 0.039
H 3.46 -0.16 1.80 0.123
H -3.55 -2.77 3.31 0.111
H 4.27 -3.45 -5.73 0.119
H 4.93 1.70 -2.58 0.042
H -2.36 2.14 -0.10 0.118
H -5.16 4.48 6.06 0.113
H -3.95 -5.79 3.51 0.115
H -1.68 -0.77 0.48 0.104
H -3.57 2.19 1.97 0.110
H 1.89 0.74 -1.80 0.174
H -5.30 -4.38 -2.96 0.115
H 4.87 1.59 1.85 0.121
H -3.08 6.08 2.81 0.116
H 6.52 0.96 -2.62 0.057
H -4.84 -4.54 4.40 0.114
H -5.19 -1.27 -0.63 0.121
H 2.77 2.51 1.41 0.119
H 7.60 3.44 -0.78 0.038
H -6.00 -3.82 2.40 0.119
H 6.62 3.79 0.66 0.040
H -5.84 -5.56 2.06 0.119
H 1.64 2.57 -0.58 0.128
H 3.71 -0.48 -6.19 0.119
H -2.82 4.33 2.96 0.103
H -0.20 -0.02 2.20 0.114
H -4.35 3.26 5.07 0.112
H 3.52 0.76 -1.90 0.086
H -3.25 -4.17 -1.15 0.099
H 3.08 2.94 -1.51 0.130
H -3.03 -3.56 -2.80 0.117
H 2.97 -1.11 -0.74 0.134
H -2.46 -4.81 1.33 0.121
H -6.23 3.71 3.66 0.115
H -0.10 1.62 1.51 0.104
H 3.91 3.49 0.54 0.109
```

Computed properties:
**Total charge**: +1

(3)
# C33H51BeN8O9S

A molecular structure, C33H51BeN8O9S at a distorted geometry (ωB97M-V with the def2-TZVPD basis set, the OMol25 dataset).

```
103
Properties=species:S:1:pos:R:3:lowdin_charge:R:1
S -9.26 -4.03 -22.40 0.755
O -9.28 -3.19 -21.17 -0.271
O -8.46 -12.46 -17.13 -0.036
O -9.68 -5.61 -21.94 -0.249
O -13.24 -11.03 -16.92 -0.049
O -10.58 -9.69 -18.45 -0.335
O -8.25 -3.91 -23.39 -0.204
O -10.74 -3.89 -23.19 -0.247
O -5.41 -8.78 -23.68 0.034
O -5.73 -9.20 -19.44 -0.015
N -7.31 -9.65 -24.33 0.168
N -12.71 -12.38 -19.62 0.033
N -7.45 -10.53 -17.33 0.214
N -10.43 -11.25 -15.27 0.046
N -13.80 -9.22 -18.11 0.197
N -7.37 -4.24 -16.13 0.059
N -9.80 -13.16 -19.86 0.036
N -6.06 -7.12 -19.93 0.192
C -11.03 -11.89 -14.23 -0.138
C -14.20 -11.51 -21.33 -0.031
C -3.82 -7.78 -19.70 0.009
C -11.10 -11.45 -12.86 -0.019
C -8.78 -12.42 -20.43 -0.121
C -8.27 -4.51 -15.07 -0.134
C -9.93 -14.47 -20.22 -0.107
C -9.01 -15.10 -21.10 -0.049
C -9.34 -4.12 -17.61 -0.122
C -15.57 -10.55 -17.07 0.011
C -7.42 -11.81 -17.23 -0.621
C -13.00 -11.46 -20.53 -0.117
C -7.35 -7.43 -23.47 -0.010
C -14.72 -13.50 -20.21 -0.072
C -11.79 -4.87 -22.74 -0.073
C -13.54 -13.47 -19.47 -0.120
C -10.07 -8.59 -19.17 -0.588
C -15.16 -12.46 -21.04 -0.047
C -10.24 -4.47 -16.61 -0.062
C -9.97 -10.00 -14.94 -0.088
C -6.06 -12.44 -17.32 0.018
C -9.26 -7.55 -18.35 -0.048
C -9.91 -9.48 -13.62 -0.046
C -6.63 -8.72 -23.75 -0.645
C -9.38 -8.92 -20.47 -0.074
C -11.03 -5.71 -21.65 -0.221
C -7.96 -14.36 -21.64 -0.048
C -9.66 -4.62 -15.26 -0.062
C -10.50 -10.17 -12.55 -0.038
C -5.25 -8.12 -19.82 -0.607
C -7.87 -12.98 -21.29 -0.050
C -7.96 -4.04 -17.38 -0.124
C -14.09 -10.19 -17.26 -0.551
Be -11.00 -12.13 -17.63 1.024
H -11.28 -4.45 -16.91 0.094
H -11.54 -12.07 -12.09 0.097
H -15.79 -11.62 -17.17 0.084
H -8.76 -11.37 -20.18 0.074
H -6.01 -13.09 -18.20 0.086
H -11.26 -6.77 -21.58 0.115
H -7.36 -3.83 -18.25 0.095
H -5.75 -12.98 -16.42 0.089
H -10.78 -9.67 -11.63 0.106
H -6.96 -12.45 -21.53 0.110
H -8.31 -9.71 -24.34 0.112
H -3.23 -8.09 -20.57 0.095
H -3.79 -6.69 -19.59 0.083
H -16.19 -10.05 -17.81 0.071
H -7.02 -7.28 -19.66 0.082
H -8.29 -7.98 -18.07 0.055
H -14.51 -8.75 -18.66 0.120
H -5.21 -11.76 -17.43 0.082
H -8.30 -9.05 -20.42 0.062
H -5.68 -6.39 -20.51 0.122
H -6.78 -10.18 -18.00 0.073
H -9.53 -8.04 -21.10 0.046
H -12.63 -4.28 -22.36 0.126
H -10.31 -4.69 -14.40 0.082
H -7.39 -6.78 -24.34 0.092
H -9.65 -9.41 -15.78 0.084
H -11.94 -5.38 -23.69 0.125
H -15.92 -10.10 -16.14 0.085
H -13.54 -14.31 -18.79 0.108
H -12.82 -9.05 -18.25 0.082
H -11.01 -8.13 -19.47 0.091
H -9.72 -7.25 -17.40 0.068
H -12.47 -10.52 -20.47 0.097
H -9.88 -3.83 -18.50 0.084
H -14.27 -10.71 -22.05 0.103
H -8.40 -7.63 -23.25 0.058
H -8.38 -10.17 -17.48 0.067
H -16.16 -12.50 -21.43 0.113
H -3.36 -8.19 -18.81 0.098
H -6.81 -10.42 -24.75 0.124
H -10.85 -14.96 -19.94 0.091
H -11.44 -12.87 -14.38 0.096
H -6.85 -6.78 -22.75 0.069
H -9.49 -8.49 -13.56 0.103
H -9.78 -9.82 -20.94 0.064
H -9.04 -16.15 -21.34 0.102
H -15.31 -14.35 -19.90 0.104
H -7.04 -14.70 -22.08 0.110
H -11.26 -5.32 -20.66 0.119
H -7.92 -4.45 -14.05 0.090
H -8.85 -6.66 -18.82 0.055
```

Computed properties:
**Total charge**: +1

Frontier orbital gap in eV, matching the order above: 5.724; 8.303; 5.646
HOMO energy in eV, matching the order above: -0.931; -10.893; -10.149
Lowest unoccupied orbital energy in eV, matching the order above: 4.79; -2.59; -4.50